# 1
Computed, not measured: a single C4H8N2 molecule at a distorted geometry, with the ωB97M-V functional and the def2-TZVPD basis.

Geometry as XYZ:
```
14
Properties=species:S:1:pos:R:3:forces:R:3
C 0.938255 0.161317 -0.951703 -2.284 0.680 1.022
C -0.513843 0.055441 0.136978 4.594 -2.947 -1.404
N -1.136959 -1.183863 -0.163905 -0.269 1.048 0.957
C 1.321671 -0.407858 1.604436 0.503 -0.321 0.202
C -1.176956 1.260549 0.034617 -1.345 1.771 0.458
N 0.133688 -0.259365 1.702050 -0.701 0.705 -1.133
H -0.481042 -1.953109 -0.106617 -0.700 -0.072 -0.630
H -1.923255 -1.098878 -0.791814 0.430 -0.706 0.011
H 2.162518 -0.765984 2.184710 -0.126 0.093 0.251
H -1.229175 1.803860 -0.896080 0.245 0.054 -0.017
H -1.621761 1.713649 0.907316 -0.182 -0.039 0.037
H 1.640432 0.932378 -0.640121 -0.046 -0.003 0.144
H 1.462829 -0.764948 -1.171913 -0.251 -0.188 0.325
H 0.423597 0.506811 -1.847950 0.130 -0.077 -0.224
```
Positions in Å, forces in eV/Å.

Output
LUMO level (alpha / beta)   0.4 / -0.3 eV

These are the natural (NBO) partial charges, in e, on atoms 1 to 8: -0.666 0.243 -0.862 0.064 -0.341 -0.413 0.388 0.395

=====

# 2
Computed, not measured: 7 unconnected molecules or ions with the total composition C3H21O7 at a distorted geometry, with the ωB97M-V functional and the def2-TZVPD basis.

Geometry as XYZ:
```
31
Properties=species:S:1:pos:R:3:forces:R:3
O 2.145097 -0.375113 -0.340453 0.531 0.224 -0.480
H 2.738294 -0.605707 0.378259 0.676 -0.231 0.704
H 1.518953 0.307255 -0.087613 -0.875 0.910 0.128
H 1.707878 -1.147507 -0.706313 -0.549 -0.856 -0.535
O -3.062659 1.041817 4.212222 -0.221 0.742 0.377
H -2.520127 1.361899 3.487774 0.996 0.803 -1.125
H -3.865264 0.705041 3.807258 -1.173 -0.548 -0.236
H -2.583170 0.380619 4.716715 0.380 -0.811 0.585
C -2.935855 4.192016 -2.506480 -0.012 0.095 -0.777
C -3.159444 2.847916 -1.791090 1.563 0.003 1.022
C -3.348916 1.749681 -2.842303 -0.066 0.163 -0.332
O -2.149528 2.602811 -0.813237 -0.832 -0.144 -0.938
H -3.769493 4.481170 -3.146426 -0.642 -0.058 0.254
H -2.167339 4.115269 -3.275635 0.661 -0.151 0.316
H -2.718884 5.046629 -1.865664 0.081 -0.283 0.244
H -4.125991 2.918834 -1.292259 -0.491 0.099 0.276
H -2.527197 1.608464 -3.544396 0.613 0.023 0.394
H -4.141923 2.051315 -3.526584 -0.531 -0.130 0.147
H -3.591733 0.795003 -2.375704 -0.037 -0.030 -0.018
O 6.247149 -0.079148 1.988785 -0.391 -0.119 -0.093
H 7.152460 -0.366924 2.106399 0.243 -0.134 0.022
H 6.289825 0.875549 2.043106 0.058 0.270 0.035
O -0.039139 -4.074479 -1.981155 0.188 0.324 0.227
H 0.316219 -4.677115 -2.634435 0.131 -0.133 -0.228
H -0.789850 -4.538181 -1.610134 -0.241 -0.085 0.067
O 5.173252 -4.935764 -0.738339 -0.239 0.214 -0.112
H 4.885782 -5.498459 -0.019343 -0.070 -0.223 0.143
H 6.073855 -4.701354 -0.514318 0.283 0.040 -0.014
O 1.038124 -1.728575 4.042621 -0.181 0.285 -0.267
H 1.493956 -1.728497 4.884311 0.213 0.033 0.244
H 0.715667 -2.624463 3.944431 -0.068 -0.293 -0.031
```
Positions in Å, forces in eV/Å.

Output
LUMO level   -4.5 eV
Net charge   +1

These are the natural (NBO) partial charges, in e, on atoms 1 to 8: -0.748 0.573 0.575 0.580 -0.773 0.538 0.559 0.558

=====

# 3
Computed, not measured: a molecular structure, C6H11N at a distorted geometry, with the ωB97M-V functional and the def2-TZVPD basis.

Geometry as XYZ:
```
18
Properties=species:S:1:pos:R:3:forces:R:3
C -0.446558 0.990478 -1.568582 -1.523 0.752 -2.315
C -0.647598 1.469779 -0.188749 1.300 -0.421 4.093
C 0.365063 0.516800 0.538672 -1.121 -0.563 0.077
C 0.340525 -0.296609 1.847813 -2.159 1.156 2.467
C -0.122439 -0.835597 -0.007265 1.773 2.381 -1.403
C -0.042539 -0.538497 -1.562373 -4.903 -1.049 -0.151
H -1.425121 1.207487 -2.100245 1.204 -0.554 0.019
H 0.286629 1.760074 -2.017669 -0.678 -1.856 0.227
H -0.171953 2.465406 -0.241028 -1.545 0.238 1.132
H -1.623637 1.182712 0.436411 1.563 1.627 -1.914
H 1.415350 0.664411 0.259483 -0.098 0.151 -0.117
H -0.799091 -0.543538 2.117838 2.322 1.154 0.069
H 0.862102 0.174842 2.801930 -0.529 -1.818 -1.887
H 1.608927 -1.380857 0.791532 0.422 -0.572 -0.119
H -1.142356 -0.738152 0.381476 -0.269 -1.202 -1.065
H -1.015104 -1.133944 -2.019946 2.797 1.290 0.514
H 0.793085 -0.567265 -2.220291 1.014 -1.123 0.139
N 0.647493 -1.561329 1.064773 0.432 0.406 0.232
```
Positions in Å, forces in eV/Å.

Output
LUMO level   1.2 eV

These are the natural (NBO) partial charges, in e, on atoms 1 to 8: -0.417 -0.427 -0.244 -0.237 -0.064 -0.424 0.218 0.207

=====

# 4
Computed, not measured: a single C2H5OP molecule at a distorted geometry, with the ωB97M-V functional and the def2-TZVPD basis.

Geometry as XYZ:
```
9
Properties=species:S:1:pos:R:3:forces:R:3
C 1.739253 -0.079373 0.467112 -3.475 -0.005 -0.805
C 0.542916 0.465484 0.115498 1.603 -5.380 -0.588
O -0.436152 -0.855383 -0.403786 2.611 3.406 1.395
P -2.054341 -0.737505 -0.455143 0.047 -0.111 -1.067
H 2.611781 0.492853 0.673863 0.390 0.370 0.333
H 1.711561 -1.179762 0.506865 0.513 0.654 -0.059
H 0.306247 1.490361 -0.021399 -1.038 0.458 -0.357
H -2.199908 0.273837 -1.481521 -0.164 -0.151 0.461
H -2.221358 0.129488 0.598511 -0.487 0.759 0.688
```
Positions in Å, forces in eV/Å.

Output
LUMO level   0.9 eV
Structure (SMILES)   C=COP

These are the natural (NBO) partial charges, in e, on atoms 1 to 8: -0.429 0.118 -0.862 0.707 0.218 0.236 0.203 -0.095

=====

Across the entries above, ΔE to the lowest compared entry with this formula, charge and spin takes the values 134.8 208.9 104.1 54.1 kcal/mol, respectively.